ORCA calculation (ωB97M-V with the def2-TZVPD basis set) on C24H28CrN6O6 as an isolated structure at a distorted geometry.

Each line ends with the Mulliken spin population.
CARTESIAN COORDINATES (ANGSTROEM)
1 Cr -2.146 1.568 0.454  4.15
2 O -1.519 -3.008 -2.251  0.00
3 O -1.319 1.409 2.845  -0.02
4 O -4.155 2.835 -0.512  0.05
5 O -0.101 4.203 -0.378  -0.01
6 O 3.574 0.756 -2.815  0.00
7 O -3.810 2.039 1.388  -0.03
8 N -1.170 -0.878 2.869  0.01
9 N -4.590 2.709 0.631  0.01
10 N 1.389 0.279 -1.497  0.00
11 N -1.548 0.329 4.807  0.01
12 N -0.670 -0.722 -1.402  -0.02
13 N -0.315 1.245 -0.205  -0.04
14 C -1.452 4.112 0.048  0.04
15 C -1.934 -1.124 -0.910  -0.24
16 C -1.363 0.341 3.461  0.00
17 C -2.028 -4.116 -2.965  0.00
18 C 0.118 0.278 -0.983  0.13
19 C 2.877 3.416 1.536  0.00
20 C 2.006 -2.092 -1.255  0.00
21 C 2.716 2.060 1.791  0.00
22 C 1.635 1.390 1.256  -0.02
23 C 4.729 1.091 -3.557  0.00
24 C 3.421 -0.542 -2.437  0.00
25 C 4.071 -2.844 -2.227  0.00
26 C -1.380 -0.829 5.659  0.00
27 C -3.904 -0.913 0.389  -0.03
28 C 2.237 -0.807 -1.724  0.00
29 C 0.690 2.031 0.446  0.04
30 C 0.801 3.420 0.295  -0.06
31 C -4.353 -2.137 -0.071  -0.02
32 C 4.328 -1.554 -2.683  0.00
33 C 2.918 -3.109 -1.515  0.00
34 C -3.590 -2.874 -0.973  0.02
35 C -2.683 -0.351 -0.023  0.03
36 C 1.907 4.085 0.816  0.00
37 C -2.376 -2.367 -1.389  0.01
38 H 1.846 1.177 -1.544  0.00
39 H -4.521 -0.358 1.087  0.00
40 H -0.279 -1.340 -2.098  -0.01
41 H 4.785 -3.630 -2.430  0.00
42 H -1.520 -1.694 3.346  0.00
43 H -2.948 -3.855 -3.493  0.00
44 H -1.935 3.219 -0.375  -0.02
45 H -1.610 1.237 5.230  0.00
46 H -2.220 -4.967 -2.306  0.00
47 H 4.630 2.144 -3.806  0.00
48 H -1.263 -4.392 -3.686  0.00
49 H -1.383 -0.862 1.878  0.01
50 H 5.242 -1.351 -3.225  0.00
51 H 4.794 0.508 -4.479  0.00
52 H -2.158 -1.578 5.483  0.00
53 H -5.305 -2.533 0.260  0.00
54 H 2.726 -4.107 -1.145  0.00
55 H -1.975 4.969 -0.363  0.01
56 H -0.407 -1.302 5.507  0.00
57 H -1.452 -0.512 6.695  0.00
58 H 3.434 1.523 2.398  0.00
59 H 1.510 0.330 1.445  0.00
60 H 1.975 5.150 0.634  0.00
61 H 1.116 -2.303 -0.676  0.00
62 H 5.639 0.943 -2.969  0.00
63 H 3.740 3.947 1.916  0.00
64 H -1.525 4.135 1.141  -0.01
65 H -3.946 -3.825 -1.345  0.00

Values from the calculation:
F_max in eV/A: 1.21
LUMO energy (spin up / spin down) in eV: 0.5 / 0.5
Energy in eV: -74987.759
ΔE to the lowest compared entry with this formula, charge and spin in kcal/mol: 0.0
Multiplicity: 5



ORCA calculation (ωB97M-V with the def2-TZVPD basis set) on C24H28CuN2O2Se2 as an isolated structure at a distorted geometry.

Each line ends with the Mulliken charge.
CARTESIAN COORDINATES (ANGSTROEM)
1 Se -0.989 2.700 2.326  -0.04
2 Se 0.559 1.148 2.968  0.08
3 Cu -1.127 -0.247 0.647  0.24
4 O 0.728 -0.719 0.041  -0.76
5 O -3.265 -0.507 0.049  0.15
6 N -1.256 1.577 -0.265  0.69
7 N -1.395 -0.838 2.589  0.39
8 C 4.484 -0.358 -2.945  -0.78
9 C 3.673 -0.395 -0.281  1.19
10 C -5.492 -0.159 0.804  -0.65
11 C 2.700 -0.482 -1.312  0.28
12 C -1.272 -1.919 5.134  -0.26
13 C -1.060 2.742 -2.333  -0.92
14 C 3.353 -0.394 1.179  -1.65
15 C -2.192 -1.846 2.942  0.01
16 C -0.456 -0.857 4.784  -0.73
17 C -4.078 -1.558 -0.475  -0.57
18 C 3.135 -0.456 -2.669  0.83
19 C -2.167 -2.417 4.199  -0.84
20 C 5.012 -0.283 -0.620  -0.74
21 C -0.675 3.886 -0.274  -0.70
22 C -1.321 1.604 -1.595  -0.37
23 C -0.723 3.909 -1.657  -0.34
24 C -0.556 -0.347 3.497  0.27
25 C 2.192 -0.543 -3.834  -1.77
26 C -4.087 0.437 0.740  -0.47
27 C 6.891 -0.179 -2.265  -1.51
28 C 5.440 -0.272 -1.939  0.72
29 C -5.512 -1.036 -0.445  -0.60
30 C -0.943 2.690 0.380  -0.07
31 C 1.289 -0.589 -1.054  0.07
32 H 7.305 0.747 -1.867  0.35
33 H -1.215 -2.345 6.123  0.42
34 H 2.759 -0.518 -4.761  0.37
35 H -4.077 1.380 0.179  0.24
36 H -2.825 -3.238 4.441  0.45
37 H 7.428 -1.007 -1.806  0.36
38 H -1.139 2.727 -3.408  0.48
39 H 0.664 -0.546 -1.959  0.36
40 H -3.979 -2.457 0.148  0.24
41 H 1.500 0.298 -3.849  0.34
42 H -0.517 4.819 -2.196  0.42
43 H 0.239 -0.420 5.489  0.44
44 H -3.723 -1.796 -1.479  0.31
45 H 4.822 -0.345 -3.972  0.27
46 H -6.244 -1.837 -0.394  0.37
47 H 2.315 -0.628 1.372  0.00
48 H 3.574 0.590 1.598  0.41
49 H -6.260 0.610 0.801  0.36
50 H -5.712 -0.424 -1.324  0.29
51 H -3.654 0.623 1.726  0.22
52 H -0.443 4.768 0.302  0.49
53 H -5.614 -0.771 1.699  0.29
54 H 7.046 -0.208 -3.340  0.36
55 H 5.745 -0.205 0.169  0.49
56 H -1.619 0.677 -2.065  0.60
57 H -2.870 -2.199 2.182  0.16
58 H 1.619 -1.468 -3.817  0.38
59 H 3.980 -1.121 1.692  0.41

Values from the calculation:
F_max in eV/A: 1.01
LUMO energy in eV: -2.9
Total charge: +1
Energy in eV: -207745.202
ΔE to the lowest compared entry with this formula, charge and spin in kcal/mol: 10.5



ORCA calculation (ωB97M-V with the def2-TZVPD basis set) on C24H28F2O4 as an isolated structure at a distorted geometry.

Each line ends with the Mulliken charge.
CARTESIAN COORDINATES (ANGSTROEM)
1 F 4.107 -3.417 -3.215  -0.34
2 F -2.003 4.152 -4.045  -0.34
3 O -2.023 1.377 1.005  0.05
4 O 2.487 0.417 1.166  -0.12
5 O 1.612 2.519 1.404  -0.66
6 O -0.978 1.815 2.959  -0.62
7 C -0.944 1.343 1.838  -0.50
8 C -3.081 2.120 1.626  -0.35
9 C 4.851 -0.032 1.166  -1.18
10 C -0.216 2.997 -2.985  -1.14
11 C -2.080 -2.986 3.454  -1.31
12 C 2.976 -2.729 -2.862  0.36
13 C -0.944 -2.049 3.072  -0.42
14 C -0.688 0.861 -1.907  0.68
15 C -2.519 2.169 -2.859  -0.85
16 C -1.078 -1.575 1.619  -0.64
17 C 1.609 -0.784 -3.081  -0.29
18 C -0.294 -0.478 -1.367  0.41
19 C 2.733 -1.508 -3.478  -0.95
20 C 1.056 -2.523 -1.484  -0.23
21 C 0.804 -1.250 -2.033  0.07
22 C -1.569 3.096 -3.286  0.41
23 C 1.469 1.310 1.299  -0.19
24 C -4.317 2.024 0.788  -1.10
25 C -2.058 1.080 -2.128  -0.33
26 C 2.158 -3.270 -1.874  -0.90
27 C 3.741 0.769 1.794  -0.38
28 C 0.187 0.608 1.256  0.70
29 C 0.128 -0.794 1.143  0.68
30 C 0.220 1.873 -2.270  0.10
31 H -0.055 -0.577 -0.201  -1.59
32 H 1.083 -1.320 1.261  0.80
33 H -3.251 1.689 2.621  0.31
34 H 3.650 0.543 2.866  0.30
35 H -1.209 -1.095 -1.401  0.60
36 H 3.897 1.842 1.652  0.34
37 H 1.378 0.172 -3.548  0.66
38 H -4.736 1.015 0.822  0.30
39 H 0.024 -2.554 3.197  0.34
40 H -3.573 2.276 -3.105  0.51
41 H -5.045 2.706 1.233  0.43
42 H -1.192 -2.441 0.950  0.58
43 H 3.399 -1.111 -4.237  0.46
44 H -0.936 -1.155 3.710  0.28
45 H 0.494 3.744 -3.337  0.44
46 H 1.271 1.753 -2.005  0.69
47 H -2.771 0.341 -1.755  0.37
48 H -1.902 -3.405 4.444  0.39
49 H 4.944 0.194 0.099  0.29
50 H -1.973 -0.952 1.483  0.27
51 H -2.755 3.163 1.737  0.33
52 H 5.787 0.247 1.654  0.41
53 H 0.394 -2.910 -0.703  0.30
54 H -2.163 -3.813 2.745  0.33
55 H -3.037 -2.459 3.473  0.31
56 H 2.380 -4.226 -1.411  0.46
57 H -4.158 2.307 -0.256  0.18
58 H 4.707 -1.108 1.297  0.29

Values from the calculation:
F_max in eV/A: 4.66
LUMO energy in eV: -0.7
Energy in eV: -38965.132
ΔE to the lowest compared entry with this formula, charge and spin in kcal/mol: 0.0



ORCA calculation (ωB97M-V with the def2-TZVPD basis set) on C24H28LiN3O4SSe2 as an isolated structure.

Each line ends with the Mulliken charge.
CARTESIAN COORDINATES (ANGSTROEM)
1 Se 3.044 -0.701 0.158  -0.74
2 Se -0.007 -0.108 3.328  -0.62
3 S -1.328 -3.021 0.275  1.34
4 O -2.353 -3.705 1.031  -0.78
5 O 5.501 0.038 3.800  -0.61
6 O 4.173 -2.119 2.722  -0.60
7 O 0.058 -3.117 0.722  -0.69
8 N -1.544 -1.512 0.018  0.10
9 N -1.397 1.119 0.005  0.09
10 N 0.253 -0.107 -2.338  -0.20
11 C 0.136 -0.066 -3.482  0.13
12 C -2.438 -4.467 -1.812  -0.38
13 C -1.267 2.415 0.044  -0.46
14 C -2.649 0.590 -0.062  0.13
15 C 3.086 0.043 3.131  1.92
16 C -3.809 1.387 -0.133  0.87
17 C -0.172 -4.212 -3.389  -0.65
18 C 4.188 0.524 4.091  -1.17
19 C -3.623 2.789 -0.101  -0.76
20 C -0.326 -1.399 -5.541  -0.97
21 C -2.366 3.305 -0.006  -0.59
22 C 1.783 0.734 3.622  -1.43
23 C -1.267 -5.433 -5.306  -1.57
24 C 2.986 -1.474 3.244  -0.65
25 C -2.411 -5.000 -3.096  -0.67
26 C -1.324 -3.793 -1.326  -0.09
27 C -2.751 -0.852 -0.053  0.18
28 C -5.167 -0.585 -0.225  -0.81
29 C -0.184 -3.668 -2.113  -0.70
30 C 3.474 0.490 1.693  -1.22
31 C -5.090 0.777 -0.218  -0.87
32 C -1.283 -4.877 -3.903  0.96
33 C -0.007 -0.025 -4.944  -0.28
34 C -4.015 -1.402 -0.144  -0.75
35 Li 0.334 -1.092 0.678  0.47
36 H -1.240 -1.808 -5.109  0.27
37 H 2.879 -1.764 4.291  0.44
38 H 0.477 -2.106 -5.332  0.21
39 H 0.725 -4.126 -3.996  0.37
40 H 3.000 1.451 1.496  0.34
41 H -3.280 -5.532 -3.474  0.35
42 H -0.252 2.794 0.133  0.43
43 H 1.759 1.718 3.152  0.35
44 H -2.198 4.375 0.037  0.36
45 H 4.062 -2.011 1.752  0.27
46 H 5.357 -0.837 3.399  0.48
47 H 4.232 1.618 4.069  0.37
48 H -0.448 -1.319 -6.622  0.40
49 H -1.763 -6.405 -5.356  0.43
50 H 1.869 0.914 4.698  0.33
51 H -5.979 1.397 -0.267  0.32
52 H 4.549 0.648 1.656  0.39
53 H -4.494 3.436 -0.142  0.36
54 H -6.139 -1.063 -0.280  0.34
55 H 3.891 0.226 5.105  0.42
56 H -0.798 0.688 -5.178  0.24
57 H 0.916 0.373 -5.364  0.26
58 H -3.305 -4.585 -1.173  0.46
59 H -1.784 -4.768 -6.004  0.28
60 H 0.683 -3.153 -1.714  0.68
61 H -0.245 -5.558 -5.669  0.36
62 H 2.110 -1.840 2.716  0.17
63 H -4.125 -2.477 -0.099  0.40

Values from the calculation:
F_max in eV/A: 0.93
LUMO energy in eV: 3.9
Total charge: -2
Energy in eV: -179737.865



ORCA calculation (ωB97M-V with the def2-TZVPD basis set) on one molecule with the formula C24H28N2O3 at a distorted geometry.

Each line ends with the Mulliken charge.
CARTESIAN COORDINATES (ANGSTROEM)
1 O 3.879 0.968 -0.314  -0.39
2 O -0.765 -2.300 -0.855  -0.53
3 O 1.799 -2.433 1.457  -0.70
4 N -2.956 2.576 0.263  -0.06
5 N 2.012 -1.346 -0.507  0.32
6 C -0.882 -1.027 2.622  -1.53
7 C -4.164 2.636 -0.525  -1.14
8 C 1.282 -1.921 0.474  0.32
9 C -0.642 1.881 0.441  -0.52
10 C -4.388 -2.084 -1.273  -0.42
11 C -4.691 -1.582 -0.005  -0.90
12 C 6.161 0.414 -0.479  -0.60
13 C 1.465 -0.530 -1.583  -1.06
14 C -0.193 -1.897 0.318  1.33
15 C 5.552 -0.417 0.648  -0.82
16 C 4.044 -0.248 0.411  0.71
17 C 0.431 1.146 -0.011  -0.23
18 C -2.387 -1.635 0.580  1.12
19 C -2.097 -2.132 -0.706  -0.06
20 C 3.452 -1.426 -0.386  -1.73
21 C 0.325 0.350 -1.146  0.26
22 C -3.706 -1.359 0.932  0.03
23 C -3.089 -2.373 -1.643  -1.18
24 C -1.948 1.115 -1.407  0.13
25 C -0.864 0.388 -1.858  -1.51
26 C -1.879 1.846 -0.219  0.63
27 C 5.140 1.543 -0.598  -0.54
28 C -1.123 -1.515 1.240  -0.39
29 C -3.227 2.596 1.683  -1.05
30 H -0.961 -0.187 -2.768  0.29
31 H 2.284 0.103 -1.935  0.54
32 H -2.321 2.434 2.256  0.37
33 H -5.722 -1.370 0.240  0.42
34 H 1.370 1.182 0.521  0.44
35 H -3.951 1.818 1.957  0.27
36 H -5.188 -2.247 -1.979  0.41
37 H 5.355 2.335 0.134  0.28
38 H -1.567 -1.510 3.317  0.43
39 H -1.045 0.050 2.672  0.15
40 H 6.199 -0.164 -1.404  0.26
41 H 1.137 -1.177 -2.406  0.22
42 H -3.926 2.938 -1.544  0.39
43 H 5.093 1.989 -1.594  0.30
44 H -0.514 2.502 1.315  0.61
45 H -4.817 3.392 -0.090  0.33
46 H 5.854 -1.460 0.621  0.36
47 H 3.890 -1.460 -1.385  0.41
48 H -2.862 1.073 -1.976  0.41
49 H 0.140 -1.247 2.918  0.42
50 H 7.159 0.781 -0.250  0.39
51 H 5.827 0.004 1.615  0.35
52 H -3.644 3.567 1.959  0.35
53 H -4.705 1.680 -0.548  0.31
54 H 3.489 -0.173 1.354  0.28
55 H 3.679 -2.350 0.153  0.49
56 H -3.943 -0.977 1.914  0.52
57 H -2.850 -2.760 -2.620  0.48

Values from the calculation:
F_max in eV/A: 1.33
LUMO energy in eV: 0.8
Energy in eV: -34465.232
ΔE to the lowest compared entry with this formula, charge and spin in kcal/mol: 36.1



ORCA calculation (ωB97M-V with the def2-TZVPD basis set) on one molecule with the formula C24H28N2O4.

Each line ends with the Mulliken charge.
CARTESIAN COORDINATES (ANGSTROEM)
1 O 1.410 -6.827 -1.926  -0.61
2 O -2.364 4.050 -1.007  -0.72
3 O -0.155 -7.984 -0.815  -0.30
4 O 0.902 -0.163 1.817  -0.70
5 N -0.699 2.518 -0.992  0.57
6 N -0.986 -1.394 1.798  -0.16
7 C -0.240 -0.322 1.444  -0.18
8 C 0.064 -9.073 -1.698  -0.65
9 C 0.311 -5.799 -0.080  0.30
10 C 0.596 -6.894 -1.037  0.63
11 C 1.038 -4.615 -0.197  -0.87
12 C -0.990 0.685 0.580  1.18
13 C 0.915 3.066 -2.801  -0.66
14 C -0.890 -4.863 1.776  -0.74
15 C -1.648 3.276 -0.401  0.76
16 C 0.234 5.732 -0.458  -0.26
17 C -1.716 3.066 1.098  -0.68
18 C 1.153 4.845 -1.005  0.60
19 C 0.800 -3.567 0.667  -0.24
20 C -0.442 -2.502 2.559  -1.20
21 C 1.183 5.420 1.725  -0.52
22 C -0.484 2.579 -2.420  -0.99
23 C 1.148 4.545 -2.478  -1.28
24 C 0.011 1.540 -0.207  -1.64
25 C 2.096 4.261 -0.166  -0.14
26 C -0.653 -5.919 0.916  -0.69
27 C -1.873 1.587 1.467  -0.83
28 C -0.168 -3.681 1.661  1.02
29 C 2.109 4.540 1.189  -0.50
30 C 0.249 6.018 0.896  -0.64
31 H -0.134 -8.772 -2.729  0.29
32 H 1.037 2.919 -3.876  0.43
33 H -0.506 6.194 -1.093  0.28
34 H 0.592 0.902 -0.875  0.59
35 H -1.641 -4.958 2.547  0.32
36 H -2.919 1.297 1.358  0.28
37 H 0.490 -2.138 2.999  0.35
38 H 1.363 -2.650 0.584  0.51
39 H -0.791 3.460 1.525  0.11
40 H 1.193 5.640 2.782  0.39
41 H -2.549 3.648 1.493  0.36
42 H -1.904 -1.515 1.402  0.30
43 H 2.845 4.073 1.827  0.41
44 H 1.665 2.455 -2.295  0.38
45 H 1.785 -4.542 -0.973  0.46
46 H 2.113 4.839 -2.900  0.40
47 H 1.099 -9.416 -1.628  0.29
48 H -1.240 3.263 -2.814  0.49
49 H -0.621 -9.859 -1.389  0.23
50 H 0.373 5.140 -2.964  0.37
51 H -0.475 6.707 1.305  0.38
52 H -1.617 0.147 -0.138  0.38
53 H -1.141 -2.773 3.355  0.43
54 H 2.833 3.585 -0.577  0.38
55 H -1.601 1.459 2.517  0.48
56 H -1.213 -6.836 1.008  0.44
57 H -0.650 1.584 -2.850  0.40
58 H 0.706 2.017 0.494  -0.03

Values from the calculation:
F_max in eV/A: 0.76
LUMO energy in eV: 0.4
Energy in eV: -36514.633
ΔE to the lowest compared entry with this formula, charge and spin in kcal/mol: 21.1